The following is a quantum chemistry calculation of one molecule with the formula C5H10N2S at a distorted geometry, from OMol25.

## Properties
SMILES ... CC1(C(=S)NN)CC1
Lowest unoccupied orbital energy ... 0.57 eV
E ... -19161.066 eV
HOMO energy ... -0.3175 Eh

Bonds (Å) are listed after each position.
Cartesian coordinates (Å):
1 H -1.9358 1.6995 0.5250  C5 1.081
2 H -1.7435 1.1843 -1.9385  C18 1.079
3 H -1.9909 -0.5805 -1.5888  C18 1.078
4 H 0.1203 2.3508 -1.0797  C10 1.089
5 C -1.7518 0.6799 0.2177  H1 1.081, H12 1.079, C16 1.516, C18 1.493
6 N 1.9873 -1.8696 1.4460  N8 1.398, H14 1.025, H17 1.019
7 H 1.4800 1.2262 -1.0527  C10 1.093
8 N 1.2023 -0.7701 1.0864  N6 1.398, C11 1.475, H13 1.009
9 H 0.8667 1.9380 0.4581  C10 1.092
10 C 0.5805 1.5396 -0.5175  H4 1.089, H7 1.093, H9 1.092, C16 1.517
11 C 0.2052 -0.9124 0.0095  N8 1.475, S15 1.627, C16 1.478
12 H -2.1939 -0.0604 0.8666  C5 1.079
13 H 1.7022 0.1061 1.1130  N8 1.009
14 H 2.3088 -2.3683 0.6104  N6 1.025
15 S -0.2269 -2.3936 -0.5058  C11 1.627
16 C -0.3911 0.3824 -0.3815  C5 1.516, C10 1.517, C11 1.478, C18 1.504
17 H 1.4078 -2.5235 1.9700  N6 1.019
18 C -1.6272 0.3718 -1.2382  H2 1.079, H3 1.078, C5 1.493, C16 1.504